54
Properties=species:S:1:pos:R:3 method="wB97M-V/def2-TZVPD" orbital_gap_ev="6.97 / 6.54" de_lowest_kj_mol=0.0 charge=+2 s_squared=0.755 e_homo_ev="-13.7 / -13.7" multiplicity=2
Re 0.21927 0.20095 -0.44477
C 4.26992 -1.39163 0.23646
C 5.08074 -0.28744 0.04100
C 4.50260 0.91900 -0.32970
C 3.12931 0.99277 -0.47662
N 2.34157 -0.08212 -0.25281
C 2.90553 -1.25064 0.07599
C 2.41530 2.20940 -0.91009
C 3.04820 3.42035 -1.16336
C 2.30639 4.50059 -1.59839
C 0.93710 4.35018 -1.76357
C 0.36458 3.13212 -1.47402
N 1.07606 2.06969 -1.05554
H 4.67868 -2.35168 0.51729
H 6.15244 -0.35956 0.16784
H 5.12618 1.78199 -0.50620
H 2.23218 -2.08553 0.21439
H 4.11387 3.52018 -1.02326
H 2.78887 5.44642 -1.80404
H 0.31378 5.16434 -2.10493
H -0.69928 2.99026 -1.58544
N -1.68434 0.95333 0.35827
C -1.71058 0.91332 1.84978
C -0.46356 1.62747 2.29993
N 0.65721 0.98723 1.55718
H -1.88689 1.90080 0.04642
H -2.44622 0.37656 0.00676
H -1.68204 -0.13159 2.15056
H -2.61872 1.37357 2.23634
H -0.30713 1.54428 3.37377
H -0.49760 2.68551 2.03533
H 0.97136 0.16803 2.10741
H 1.45275 1.62246 1.54738
N 0.90235 -1.86766 -4.07421
C 0.49637 -1.01390 -3.16145
O 0.82725 -1.16264 -1.95473
C -0.37389 0.14971 -3.45024
C -1.11547 0.40206 -2.14173
H 1.50003 -2.64111 -3.81845
H 0.63036 -1.77030 -5.03928
H -1.03628 -0.03713 -4.29775
H 0.27200 0.99072 -3.72099
H -1.87962 -0.37233 -2.01949
H -1.63615 1.35788 -2.17133
N -1.01757 -3.56331 -0.48956
C -0.42362 -2.74657 0.39206
O -0.68202 -1.47090 0.31120
C 0.42164 -3.24284 1.38635
C 0.71673 -4.62669 1.44586
N 0.97195 -5.74868 1.41180
C 0.93293 -2.29998 2.29507
N 1.31080 -1.43011 2.95477
H -0.98023 -4.56315 -0.36008
H -1.70666 -3.18858 -1.11654

***

51
Properties=species:S:1:pos:R:3 method="wB97M-V/def2-TZVPD" orbital_gap_ev=6.64 de_lowest_kj_mol=85.5 charge=+3 e_homo_ev=-17.2
Os 0.26636 -1.29701 -2.46584
C 1.42632 -2.61630 0.37028
C 1.06403 -3.79893 -0.50515
S -0.25228 -3.42633 -1.70854
C -1.66616 -3.20635 -0.55652
C -2.59536 -2.13582 -1.07539
S -1.69567 -0.61537 -1.57708
C -1.75123 0.40321 -0.07482
C 0.91223 0.12954 0.66505
S 1.47788 -1.04351 -0.60369
H 2.42873 -2.72488 0.78349
H 0.72408 -2.50173 1.19444
H 0.70845 -4.63093 0.10397
H 1.90888 -4.16042 -1.09059
H -1.27246 -2.94946 0.42645
H -2.17724 -4.16688 -0.49334
H -3.36740 -1.86616 -0.35465
H -3.09759 -2.44998 -1.99197
H -2.78398 0.44397 0.27528
H -1.42988 1.40793 -0.35079
H 1.59828 0.08031 1.51285
H 0.95665 1.12426 0.22070
N 1.20357 -1.75269 -4.40887
C 1.74341 -0.45021 -4.12293
C 0.77932 0.57726 -3.94213
C 1.23357 1.85259 -3.54433
C 2.56716 2.05940 -3.27167
C 3.48940 1.01400 -3.42240
C 3.08983 -0.24549 -3.83029
H 1.89129 -2.49986 -4.46765
H 0.60861 -1.79501 -5.23628
H -0.19771 0.49064 -4.42106
H 0.53013 2.67422 -3.50153
H 2.91688 3.03882 -2.97513
H 4.53918 1.19879 -3.23415
H 3.81046 -1.04354 -3.96010
O -1.42813 4.83560 5.94319
C -1.79397 3.55667 5.92805
O -2.38048 3.05399 6.83502
C -1.46593 2.70774 4.70071
C -1.67149 1.33960 4.86132
C -1.43461 0.46648 3.81630
C -0.99713 0.99543 2.60236
S -0.74999 -0.18497 1.32047
C -0.78958 2.35981 2.41179
C -1.02530 3.21163 3.47647
H -0.89848 5.11540 5.19071
H -2.02563 0.98433 5.82014
H -1.58987 -0.59728 3.94469
H -0.45915 2.76525 1.46341
H -0.87799 4.27222 3.31976

***

48
Properties=species:S:1:pos:R:3 method="wB97M-V/def2-TZVPD" orbital_gap_ev=2.22 charge=-2 e_homo_ev=2.4
Sc 0.13129 0.23538 0.87262
C 2.26632 1.02795 2.02981
C 2.62913 0.13456 0.96763
C 2.35574 0.79335 -0.27580
H 3.09971 -0.84245 1.07450
C 1.83059 2.08577 0.01755
C 1.77136 2.23252 1.43536
H 1.47174 3.12802 1.97759
H 2.41526 0.85214 3.09363
H 2.61001 0.42320 -1.26359
H 1.59793 2.84877 -0.72854
C -2.35225 0.82031 1.39071
C -1.65750 1.99549 1.81527
C -1.20339 2.68073 0.65014
H -1.56849 2.34791 2.84405
C -1.59760 1.92957 -0.49334
C -2.29323 0.76613 -0.03844
H -2.78488 0.03261 -0.67390
H -2.92514 0.13945 2.02273
H -0.69467 3.64370 0.62261
H -1.48828 2.23590 -1.53219
O 0.17059 -0.82976 -0.64656
C -0.31389 0.33844 -3.78639
C 0.34416 -0.90058 -3.29841
C 0.46060 1.58226 -3.86066
C -1.77439 0.36351 -3.97783
C 0.40163 -1.55091 -1.82914
H 1.40467 -0.83158 -3.60175
H -0.11492 -1.72866 -3.87356
H -0.30047 -2.39907 -1.81412
H 1.41738 -1.97143 -1.73199
H 0.41784 1.98861 -4.87936
H 1.50905 1.40676 -3.60288
H 0.05246 2.35658 -3.19015
H -2.04947 0.02790 -4.99111
H -2.16659 1.38636 -3.87193
H -2.29463 -0.29338 -3.26257
O -0.33854 -0.01176 3.85513
C -0.19505 -1.17323 3.45000
C -0.31203 -2.45737 4.26733
C -0.03813 -3.57947 3.27719
C 0.31227 -2.88131 1.97007
O 0.72203 -3.42165 0.96188
N 0.10211 -1.50010 2.14490
H 0.41844 -2.45347 5.08910
H -1.32065 -2.54015 4.69321
H 0.79514 -4.22681 3.58085
H -0.92327 -4.21077 3.12035

***

Per-record F_max, Eh/bohr: 0.006; 0.009; 0.045